A molecular structure, C31H65BrN2O15P2STa. Source: the Open Molecules 2025 dataset; level of theory: ωB97M-V/def2-TZVPD.

Values from the calculation:
HOMO energy: -0.141 hartree
LUMO energy: 1.85 eV
Net charge: -1
Kohn-Sham gap: 0.209 hartree

Cartesian coordinates (Å):
C -3.23868 2.19436 2.78107
P -3.15724 0.94278 1.42539
O -4.13583 -0.29063 2.03357
Ta -0.74453 0.01329 1.10287
C 0.28325 2.01025 1.11426
C 0.71905 2.53663 2.48132
C 1.69982 1.60853 3.23149
C 1.21330 1.37651 4.64478
S 2.54689 0.65444 5.65668
C 1.61984 -0.00896 6.96438
N 1.31205 -1.24274 7.15418
N 0.53461 -1.26588 8.30428
C 0.44766 -0.03989 8.70432
O 1.11134 0.81310 7.90171
P -1.73899 -2.39308 0.72381
O -0.57868 -3.52597 1.16224
Br -1.91946 -2.71574 -1.50291
H -3.02521 1.72937 3.73898
H -2.56882 3.02141 2.57486
H -4.24960 2.58815 2.83185
H -3.67190 -0.66986 2.78576
H -0.59451 -0.32411 2.95257
H 0.88718 -0.80640 0.97909
H -0.80762 0.18484 -0.74803
H -0.44259 2.71489 0.69700
H 1.12333 2.00692 0.42132
H 1.22177 3.49059 2.36233
H -0.15315 2.71134 3.10534
H 1.84629 0.66837 2.71169
H 2.67623 2.08840 3.28348
H 0.37996 0.68313 4.62785
H 0.90146 2.31094 5.09432
H -0.09003 0.30500 9.56060
H -0.34785 -3.29900 2.07013
O -7.32587 1.20732 4.10060
C -7.59309 0.04613 4.21123
O -8.68442 -0.28409 4.95279
C -9.18935 -1.61452 5.02564
C -8.47590 -2.44198 6.07564
C -6.73632 -1.05074 3.62480
H -9.16654 -2.09057 4.04453
H -10.23844 -1.49932 5.29614
H -7.41911 -2.56203 5.84035
H -8.92570 -3.43280 6.15075
H -8.54369 -1.95218 7.04710
H -5.90933 -1.24713 4.30532
H -6.32579 -0.71303 2.67912
H -7.27386 -1.97868 3.44165
O 3.61303 0.24131 -0.12925
C 3.55400 0.54219 -1.28548
O 2.50848 0.13552 -2.02320
C 2.25187 0.59071 -3.34907
C 3.01826 -0.20340 -4.38733
C 4.67231 1.31874 -1.95643
H 2.43360 1.66414 -3.43166
H 1.18268 0.44153 -3.48639
H 4.09702 -0.09144 -4.26807
H 2.74522 0.12361 -5.39114
H 2.78496 -1.26353 -4.29010
H 5.45655 0.61872 -2.24085
H 5.07557 2.02013 -1.23040
H 4.36493 1.88265 -2.83425
O 8.62044 -3.28239 7.81728
C 7.45652 -3.16335 7.54571
O 6.93612 -1.92963 7.45209
C 5.60043 -1.68348 6.98637
C 4.58319 -1.80263 8.09872
C 6.55603 -4.36753 7.37384
H 5.36661 -2.31939 6.13318
H 5.61134 -0.65888 6.61930
H 4.55608 -2.81566 8.50157
H 3.59325 -1.54007 7.73561
H 4.83621 -1.13167 8.92127
H 6.22859 -4.69650 8.35883
H 7.14017 -5.16127 6.91589
H 5.68292 -4.19130 6.75166
O 0.42471 5.32452 0.77050
C 1.24142 6.18931 0.87510
O 1.40648 6.78528 2.07985
C 2.46279 7.70269 2.35166
C 2.11502 9.11629 1.93061
C 2.04605 6.67294 -0.31246
H 3.39751 7.35856 1.90604
H 2.59565 7.66048 3.43139
H 1.95954 9.18848 0.85423
H 2.91442 9.80394 2.20896
H 1.19381 9.43504 2.41768
H 1.44609 7.39413 -0.86556
H 2.24087 5.81636 -0.95207
H 3.00118 7.12600 -0.05735
O -0.22117 -0.43489 -6.51882
C -0.48287 -1.58158 -6.26855
O 0.02140 -2.53632 -7.07329
C -0.09569 -3.93661 -6.79134
C -1.41081 -4.50099 -7.28064
C -1.40113 -1.97114 -5.13510
H 0.07692 -4.13141 -5.73177
H 0.72742 -4.39543 -7.33658
H -2.25796 -4.04648 -6.76427
H -1.45190 -5.57919 -7.11958
H -1.51851 -4.29474 -8.34169
H -2.43296 -1.88337 -5.47246
H -1.24424 -1.28008 -4.31049
H -1.23706 -2.97465 -4.75255
O -0.69327 -3.79334 -10.21579
C -1.06778 -2.99722 -11.02934
O -2.30336 -3.14191 -11.54995
C -2.90771 -2.16026 -12.39279
C -2.50029 -2.32392 -13.84260
C -0.16876 -1.88662 -11.51977
H -2.70689 -1.15594 -12.01817
H -3.97808 -2.32698 -12.28742
H -1.42868 -2.17894 -13.97818
H -3.02604 -1.60212 -14.46807
H -2.74268 -3.32854 -14.18849
H 0.47919 -2.28556 -12.29915
H 0.44469 -1.56290 -10.68275
H -0.69565 -1.01737 -11.90487


14 unconnected molecules or ions with the total composition C31H65F9N4O25PS. Source: the Open Molecules 2025 dataset; level of theory: ωB97M-V/def2-TZVPD.

Values from the calculation:
HOMO energy: -0.352 hartree
LUMO energy: -4.42 eV
Net charge: +1
Kohn-Sham gap: 0.190 hartree

Cartesian coordinates (Å):
N 10.05762 8.99102 -13.51095
H 9.64363 8.44248 -12.77080
H 9.41560 9.66487 -13.90316
H 10.34760 8.43819 -14.30492
H 10.83837 9.56231 -13.22084
N 13.47453 8.35944 -15.79324
H 13.10919 9.02295 -16.46135
H 13.00405 7.46709 -15.84287
H 13.32447 8.77176 -14.88353
H 14.45520 8.29975 -16.02740
N 17.12464 11.02497 -14.99989
H 17.97557 11.38050 -15.41174
H 16.77768 10.19937 -15.46689
H 16.35748 11.68045 -15.04362
H 17.19223 10.92124 -13.99751
N 11.92295 12.16746 -15.70793
H 12.48758 12.96780 -15.95437
H 12.40100 11.65471 -14.98084
H 11.76092 11.57357 -16.50864
H 11.02768 12.46501 -15.34728
C 16.73081 7.49209 -16.77832
O 16.35362 8.80701 -16.44691
H 16.10274 6.83309 -16.17886
H 16.50052 7.18354 -17.79806
H 17.75760 7.19667 -16.56260
C 13.86259 10.00660 -12.76281
O 14.66883 11.16024 -13.00022
O 12.74722 10.08454 -13.56906
C 14.76577 8.74858 -12.52909
F 14.02132 7.64948 -12.33897
F 15.35834 8.56712 -13.68776
F 15.66846 8.84956 -11.61238
C 14.00940 12.42237 -12.51796
C 15.18170 13.29958 -11.96055
H 14.84490 14.08653 -11.28574
H 15.96740 12.74145 -11.45138
H 15.52834 13.92767 -12.78118
H 13.45316 12.25244 -11.59611
H 13.40980 12.93380 -13.27097
H 13.45147 10.20003 -11.77202
P 15.49167 13.79409 -16.80281
F 15.07164 13.24910 -18.23084
F 15.83446 15.18564 -17.52760
F 13.97376 14.14835 -16.35614
F 16.18462 14.30712 -15.37950
F 15.08577 12.27301 -16.17764
F 16.99032 13.24343 -17.12605
C 12.60275 16.16664 -12.61871
C 13.81890 16.99548 -12.27885
C 14.58939 17.46024 -13.40383
O 14.72819 18.83710 -13.13209
C 13.82523 19.26604 -12.22244
O 13.69826 20.39767 -11.87673
O 13.29007 18.17290 -11.61031
H 12.79850 15.15705 -12.97999
H 12.03156 16.65308 -13.40940
H 11.95136 15.86139 -11.79980
H 14.43499 16.33673 -11.66682
H 14.23579 17.26982 -14.41715
H 15.57706 17.00061 -13.36703
C 8.96709 12.59178 -8.56835
C 9.33208 13.36398 -9.76627
C 10.84312 13.41975 -9.98628
O 11.15550 12.80800 -11.23139
C 10.02260 12.24764 -11.68412
O 9.96720 11.69955 -12.86855
O 8.96108 12.47398 -10.81564
H 7.88141 12.62950 -8.47894
H 9.45701 13.03185 -7.69979
H 9.27416 11.55159 -8.67702
H 8.94459 14.38183 -9.81014
H 11.37588 12.90559 -9.18633
H 11.21869 14.43297 -9.84335
C 20.94345 8.32267 -14.21619
C 20.04008 7.81370 -13.14827
C 20.38245 8.14541 -11.76684
O 19.80289 9.43175 -11.61690
C 18.69246 9.43056 -12.48602
O 17.92848 10.41836 -12.63123
O 18.70510 8.34121 -13.18365
H 21.18591 9.34458 -13.92461
H 20.55530 8.48326 -15.22200
H 21.84089 7.70422 -14.20139
H 19.96063 6.73607 -13.29140
H 21.47086 8.17753 -11.71763
H 20.08926 7.44795 -10.98218
C 11.98341 5.75122 -9.45539
C 11.30956 4.99427 -10.47468
C 11.90203 4.97846 -11.82185
O 12.87471 3.93660 -11.70735
C 12.45359 3.05806 -10.77662
O 12.90869 1.94702 -10.64480
O 11.48047 3.60238 -10.01865
H 11.48115 5.58060 -8.50317
H 12.14747 6.80650 -9.67348
H 13.01074 5.44290 -9.26141
H 10.27030 5.31732 -10.53524
H 12.32326 5.94673 -12.09224
H 11.09303 4.75805 -12.51830
C 16.34594 4.50487 -14.28724
C 17.34918 5.22160 -13.21434
C 16.76210 5.27542 -11.68899
O 17.92458 5.00068 -10.88726
C 18.94357 4.60884 -11.65208
O 20.10868 4.32418 -11.29459
O 18.53947 4.40650 -12.90341
H 16.91183 4.12999 -15.14008
H 15.55097 5.23823 -14.42255
H 15.91006 3.62320 -13.81737
H 17.67865 6.11091 -13.75163
H 15.89146 4.63125 -11.56599
H 16.28255 6.25424 -11.68177
C 18.09372 14.48084 -10.75815
C 17.67603 15.25531 -9.55223
C 18.02656 16.80817 -9.68873
O 16.77050 17.46282 -9.72060
C 15.83205 16.60047 -9.46176
O 14.68174 16.92142 -9.15220
O 16.24416 15.26898 -9.40350
H 17.62039 13.50656 -10.63636
H 19.15023 14.26254 -10.60244
H 17.75754 15.05669 -11.62040
H 18.16997 14.86139 -8.66400
H 18.49494 16.84336 -10.67234
H 18.75342 17.06053 -8.91667
C 13.04068 9.18620 -6.98008
C 13.11380 10.42573 -7.95120
O 12.20610 11.32983 -7.28509
S 11.64436 10.94010 -5.76332
O 10.28676 10.44381 -5.93098
O 11.95501 11.99141 -4.83172
O 12.82111 9.71917 -5.67417
H 14.04519 8.77596 -6.87640
H 12.24505 8.44309 -7.03356
H 12.82512 10.26811 -8.99039
H 14.12389 10.83406 -7.98407


3 unconnected molecules or ions with the total composition C31H66N3O4. Source: the Open Molecules 2025 dataset; level of theory: ωB97M-V/def2-TZVPD.

Values from the calculation:
2S+1: 2
HOMO energy (spin up / spin down): -0.281 / -0.281 hartree
LUMO energy (spin up / spin down): 0.37 / 0.23 eV
Kohn-Sham gap (spin up / spin down): 0.294 / 0.289 hartree

Cartesian coordinates (Å):
C 2.72455 -1.66920 -0.71388
O 2.26284 -0.24942 -0.65493
C 3.29760 0.65133 -1.22887
C 2.75351 2.22290 -1.39721
C 1.13420 2.14625 -1.63762
C 0.51016 3.46577 -2.43916
C -0.91106 3.97730 -1.80463
C -2.25431 3.45488 -2.60015
C -3.45657 3.36582 -1.50253
C -3.79822 1.82837 -0.96287
C -4.35882 2.08498 0.59348
C -5.21822 0.83482 1.20072
O -4.72807 -0.29298 1.72061
O -6.70875 1.00991 1.22651
C -2.49380 0.85930 -0.81315
C -2.57416 -0.50054 -1.77904
C -1.89497 -0.26511 -3.27249
C -1.54245 -1.58433 -1.02634
N -3.91712 -1.16611 -1.79343
O -4.14751 -1.96616 -0.74448
C -5.06551 -0.31313 -2.20271
C -6.53570 -0.84858 -1.60942
C -5.22569 -0.48631 -3.86006
C -5.00070 1.27609 -1.91269
H 1.81287 -2.43622 -0.70772
H 3.36495 -1.89156 -1.68962
H 3.45542 -1.92081 0.19419
H 3.68487 0.20082 -2.25614
H 4.20988 0.60577 -0.47552
H 3.35605 2.73510 -2.27392
H 3.00932 2.73948 -0.35352
H 0.93555 1.22517 -2.34914
H 0.61753 1.96300 -0.58814
H 0.40809 3.28158 -3.59294
H 1.29683 4.33975 -2.23212
H -0.99423 3.56564 -0.69645
H -0.98778 5.16673 -1.74485
H -2.54475 4.33628 -3.35144
H -2.09587 2.50935 -3.26788
H -3.14828 4.04444 -0.58337
H -4.40886 3.89869 -1.98184
H -5.08283 3.02821 0.48716
H -3.46708 2.41101 1.29849
H -6.85042 1.54368 2.07101
H -1.45268 1.37694 -0.93736
H -2.50120 0.42237 0.29830
H -0.90669 0.33796 -3.10185
H -2.57052 0.37641 -3.99199
H -1.61266 -1.32700 -3.70413
H -1.70851 -1.63180 0.13079
H -0.46067 -1.11819 -1.18930
H -1.53316 -2.62415 -1.56803
H -6.78648 -1.86610 -2.16218
H -7.39913 -0.06169 -1.85229
H -6.54165 -0.98186 -0.44830
H -4.90074 -1.56435 -4.21795
H -6.38777 -0.38068 -4.07837
H -4.70187 0.37482 -4.45480
H -6.02451 1.60275 -1.39270
H -4.97246 1.90532 -2.92678
C 6.54317 0.79534 1.97816
C 7.50521 1.44382 0.98712
N 7.07917 2.76382 0.51709
C 7.85932 3.25081 -0.62563
C 9.34096 3.53157 -0.39995
C 6.80324 3.76376 1.55255
C 7.93203 4.11255 2.51753
H 5.53322 0.72272 1.56109
H 6.88141 -0.21947 2.21457
H 6.49311 1.34793 2.92160
H 7.57142 0.76697 0.12487
H 8.50373 1.47618 1.43594
H 7.38676 4.15559 -1.03016
H 7.77446 2.51074 -1.43203
H 9.49501 4.45759 0.15420
H 9.84444 3.65232 -1.36633
H 9.84554 2.71747 0.12759
H 5.94708 3.41739 2.14400
H 6.44371 4.68766 1.08210
H 8.46934 3.23152 2.87523
H 7.51766 4.62067 3.39576
H 8.64915 4.80118 2.06598
C -0.12734 -5.60748 4.38930
C -1.12287 -4.70123 3.67108
N -1.63882 -5.25528 2.41742
C -2.37231 -4.27474 1.60987
C -3.66701 -3.71275 2.18687
C -2.25891 -6.58074 2.50001
C -3.44762 -6.74797 3.44129
H 0.71201 -5.87044 3.73695
H 0.27911 -5.09168 5.26617
H -0.59634 -6.53023 4.74500
H -0.59312 -3.76477 3.45108
H -1.93122 -4.44699 4.36495
H -2.58358 -4.70243 0.62092
H -1.69828 -3.43202 1.40810
H -4.48123 -4.43504 2.12628
H -3.97766 -2.83481 1.60835
H -3.55738 -3.39218 3.22652
H -1.48786 -7.30195 2.79689
H -2.55574 -6.90877 1.49578
H -3.29272 -6.26317 4.40764
H -3.61349 -7.81404 3.63414
H -4.36849 -6.36218 2.99912


A molecular structure, C31H67N4P2Sr. Source: the Open Molecules 2025 dataset; level of theory: ωB97M-V/def2-TZVPD.

Values from the calculation:
Relative energy (zero: lowest compared OMol25 entry of this formula, charge and spin): 0.0 kcal per mole
HOMO energy: -0.329 hartree
LUMO energy: -2.06 eV
Net charge: +1
Kohn-Sham gap: 0.253 hartree

Cartesian coordinates (Å):
Sr 0.01368 -0.39061 0.92234
N 1.61526 -0.95243 -3.34821
C 2.97057 -0.87317 -2.81356
C 3.10184 -1.53712 -1.45492
N 2.29766 -0.96322 -0.35023
C 2.54832 0.47557 -0.12159
C 1.69621 1.44495 -0.96695
N 0.44841 1.87603 -0.29246
H 1.40136 -1.90943 -3.60434
H 1.54301 -0.40916 -4.20117
H 3.25832 0.17824 -2.74472
H 3.72113 -1.34468 -3.45806
H 4.16395 -1.49877 -1.18515
H 2.82608 -2.59084 -1.53644
H 2.65327 -1.44166 0.47368
H 3.60742 0.71061 -0.27734
H 2.37077 0.67222 0.94300
H 1.40883 0.94699 -1.89099
H 2.33540 2.29356 -1.22406
H 0.13326 2.75608 -0.68552
H 0.63787 2.10706 0.68876
C 0.03266 -3.87634 -1.43566
C -1.48120 -3.69256 -1.56554
C -1.95768 -4.36214 -2.85399
P -1.91605 -1.90087 -1.32022
C -3.65357 -1.94283 -0.68448
C -4.67428 -2.88039 -1.32432
C -4.18797 -0.51442 -0.57542
C -1.90647 -1.15040 -3.01972
C -1.66849 0.35852 -2.92578
C -3.08735 -1.43406 -3.94744
H 0.29542 -4.93526 -1.47335
H 0.42775 -3.46252 -0.50532
H 0.54932 -3.37795 -2.25799
H -1.96026 -4.19001 -0.71301
H -1.49134 -3.90253 -3.72812
H -3.03641 -4.31675 -2.98428
H -1.66711 -5.41468 -2.84836
H -3.48153 -2.30501 0.33700
H -4.88920 -2.61858 -2.35900
H -5.61399 -2.81748 -0.77020
H -4.35026 -3.92062 -1.29161
H -4.41031 -0.09586 -1.55787
H -3.47573 0.15213 -0.08100
H -5.11652 -0.49598 -0.00065
H -1.00557 -1.59156 -3.46109
H -2.53941 0.87258 -2.51298
H -1.48682 0.77008 -3.92130
H -0.80955 0.59313 -2.29977
H -3.99798 -0.95692 -3.58488
H -3.28764 -2.49539 -4.07644
H -2.87819 -1.01322 -4.93345
C -5.12456 -2.20884 3.96956
C -4.28648 -1.39309 2.98799
P -2.47400 -1.73509 2.93745
C -1.99952 -1.41180 4.68420
C -0.73264 -2.14320 5.10606
C -2.42383 -3.57765 2.82142
C -1.08944 -4.07359 2.27770
H -6.18167 -1.97333 3.84421
H -4.86792 -1.99461 5.00601
H -5.00677 -3.28046 3.80723
H -4.38665 -0.32335 3.19598
H -4.66539 -1.53676 1.97302
H -2.82142 -1.69688 5.34288
H -1.86320 -0.32979 4.77115
H -0.88081 -3.22437 5.12051
H -0.43487 -1.84414 6.11121
H 0.09281 -1.91458 4.43483
H -3.23403 -3.88476 2.15304
H -2.63697 -4.02856 3.79416
H -0.87034 -3.60298 1.31253
H -1.09795 -5.15251 2.11579
H -0.26761 -3.84801 2.95917
C -4.04909 2.61119 1.66639
C -2.66860 2.87436 2.20853
C -2.30276 4.16271 2.58195
C -1.04597 4.39286 3.13168
C -0.66817 5.77096 3.60465
C -0.14160 3.34622 3.27553
C -0.45429 2.02521 2.88814
C -1.76277 1.83597 2.36610
N 0.39172 0.93665 2.89306
C 1.63589 0.94306 3.67633
C 1.35294 1.08816 5.18038
C 2.67218 2.03077 3.26876
C 2.28950 -0.45004 3.44404
H -4.80981 3.06444 2.30300
H -4.25552 1.54246 1.60117
H -4.16799 3.03792 0.66801
H -3.00710 4.97967 2.47452
H -1.16166 6.54153 3.01304
H 0.40855 5.93050 3.55023
H -0.96989 5.91229 4.64471
H 0.81996 3.57734 3.70357
H -2.11140 0.82392 2.15696
H 0.86119 2.03618 5.39762
H 2.28162 1.04734 5.75551
H 0.70224 0.28590 5.51993
H 2.62716 2.90499 3.91580
H 2.51053 2.38217 2.24590
H 3.69291 1.65040 3.34092
H 2.48971 -0.96185 4.38617
H 3.23857 -0.39399 2.90616
H 1.62434 -1.12231 2.88685